1.
Molecular formula: C23H50O8
Method: DFT, ωB97M-V/def2-TZVPD

Values from the calculation:
energy relative to the best compared isomer or geometry (same formula, charge and spin)	431.4	kJ/mol
frontier orbital gap	9.84	eV

Structure (ORCA input):
```
! RIJCOSX wB97M-V def2-TZVPD def2/J DEFGRID3
* xyz 0 1
O 3.10 0.97 0.32
O 5.08 -0.27 0.59
O -4.36 -6.52 -2.72
O -2.42 -5.56 -0.72
O -1.40 6.57 -2.31
O -1.15 2.46 0.17
O -0.79 5.51 -4.98
O 3.24 -1.06 -0.70
C -1.06 -0.46 3.34
C 7.01 0.55 1.86
C 3.37 -0.03 3.48
C 1.20 -1.46 0.78
C 4.94 -0.24 3.16
C -5.21 -6.79 -1.61
C -0.90 4.71 -3.81
C -1.99 7.67 -2.99
C -1.07 0.65 2.18
C 0.34 6.37 -4.96
C -1.16 -2.47 1.54
C 3.79 -0.04 0.13
C 2.52 -2.04 0.08
C 0.43 -2.62 1.61
C -1.86 5.32 -2.79
C -2.06 -6.92 -0.55
C -1.80 -1.80 2.86
C -1.26 3.13 1.45
C -3.82 -5.20 -2.69
C -2.42 -5.16 -2.09
C 5.39 0.48 1.80
C -1.56 2.09 2.66
C 0.21 2.46 -0.33
H 0.17 7.17 -5.68
H 0.41 3.27 -1.12
H 1.24 5.81 -5.25
H -1.73 -5.78 -2.67
H -2.41 -7.24 0.44
H -1.29 3.73 -4.12
H -6.20 -6.38 -1.80
H -1.51 -1.94 0.60
H 0.75 -3.60 1.10
H 7.43 -0.01 2.75
H 3.04 0.88 2.87
H -2.18 3.81 1.37
H 7.30 1.66 1.98
H -5.29 -7.87 -1.51
H 2.14 -2.83 -0.67
H -1.58 -3.53 1.48
H 5.50 0.29 4.01
H 7.43 0.19 0.86
H 3.16 0.18 4.58
H -4.82 -6.38 -0.68
H 0.09 4.55 -3.36
H -1.36 8.55 -2.82
H 5.28 -1.32 3.20
H -2.64 2.12 3.01
H -2.98 7.87 -2.58
H -2.87 -1.49 2.57
H 0.51 -0.91 0.06
H -3.77 -4.85 -3.73
H -1.72 0.24 1.33
H -1.93 4.65 -1.93
H 0.93 2.53 0.55
H -2.53 -7.57 -1.30
H -0.87 2.40 3.52
H 0.38 1.43 -0.79
H -0.98 -7.03 -0.60
H -1.65 -0.02 4.22
H -0.02 -0.70 3.72
H -4.50 -4.52 -2.15
H -2.06 7.50 -4.06
H 0.01 0.77 1.83
H -2.05 -4.13 -2.12
H -0.38 3.81 1.68
H 5.04 1.55 1.80
H 1.54 -0.69 1.55
H -2.87 5.42 -3.22
H 2.84 -0.98 3.15
H 0.83 -2.54 2.68
H -1.90 -2.59 3.68
H 3.20 -2.60 0.80
H 0.50 6.82 -3.98
*
```

***

2.
Molecular formula: C2H3F
Method: DFT, ωB97M-V/def2-TZVPD

Values from the calculation:
energy relative to the best compared isomer or geometry (same formula, charge and spin)	8.7	kJ/mol
frontier orbital gap	11.51	eV

Structure (ORCA input):
```
! RIJCOSX wB97M-V def2-TZVPD def2/J DEFGRID3
* xyz 0 1
F 1.71 -0.30 -0.01
C 0.52 0.37 0.01
C -0.61 -0.28 -0.03
H -1.61 0.17 0.00
H -0.58 -1.38 0.05
H 0.58 1.43 -0.02
*
```

***

3.
Molecular formula: C20H19N3O5
Method: DFT, ωB97M-V/def2-TZVPD

Values from the calculation:
energy relative to the best compared isomer or geometry (same formula, charge and spin)	371.5	kJ/mol
frontier orbital gap	8.35	eV

Structure (ORCA input):
```
! RIJCOSX wB97M-V def2-TZVPD def2/J DEFGRID3
* xyz 0 1
O -2.93 4.24 -3.83
O -2.86 -0.66 -1.84
O 0.78 -2.57 -3.49
O -1.64 3.86 -5.51
O -1.33 -1.97 -3.67
N -0.70 -0.87 0.89
N -1.52 -0.38 -0.06
N -2.00 3.66 -4.37
C 1.46 0.96 3.21
C 1.15 -1.41 2.99
C -1.88 -2.63 -0.89
C 2.36 0.74 4.24
C 3.65 -0.80 5.75
C -0.11 0.10 1.50
C -1.48 1.09 -0.17
C -0.31 -2.46 -2.98
C 0.12 0.87 -2.09
C 0.84 -0.11 2.57
C -2.16 -1.15 -0.96
C -1.71 2.40 -2.30
C -1.28 2.69 -3.59
C 2.66 -0.55 4.65
C 2.04 -1.62 4.01
C -0.50 1.46 0.96
C -1.01 1.47 -1.55
C 0.53 1.15 -3.38
C -0.52 -2.92 -1.54
C -0.17 2.06 -4.14
H -2.68 -3.17 -1.41
H 0.68 0.15 -1.50
H 2.83 1.58 4.72
H 0.66 -2.24 2.49
H 3.83 0.11 6.32
H 1.24 1.98 2.91
H 4.60 -1.13 5.33
H 0.37 2.00 0.58
H -2.59 2.88 -1.92
H 0.13 2.30 -5.15
H -0.98 2.06 1.73
H -2.11 -1.69 -3.14
H 3.29 -1.58 6.42
H 2.27 -2.63 4.32
H 1.39 0.64 -3.79
H 0.28 -2.48 -0.94
H -1.84 -2.96 0.15
H -2.49 1.48 0.00
H -0.34 -4.00 -1.54
*
```

***

4.
Molecular formula: C3H14O5
Method: DFT, ωB97M-V/def2-TZVPD

Values from the calculation:
energy relative to the best compared isomer or geometry (same formula, charge and spin)	239.9	kJ/mol
frontier orbital gap	10.08	eV

Structure (ORCA input):
```
! RIJCOSX wB97M-V def2-TZVPD def2/J DEFGRID3
* xyz 0 1
O 2.07 -1.22 3.42
O -0.22 1.06 2.04
O 2.28 1.20 -3.31
O -4.64 -0.81 0.95
O -0.21 -1.95 2.53
C 0.25 0.20 -1.64
C 0.05 1.22 -2.45
C 0.88 1.35 -3.71
H 2.66 0.47 -3.80
H 0.58 -1.69 2.08
H -0.51 0.41 2.70
H 0.82 2.40 -4.01
H -0.78 1.93 -2.33
H 0.61 0.62 -4.49
H -0.12 -2.89 2.76
H 1.16 -0.35 -1.81
H 2.74 -1.35 4.11
H -4.14 -1.30 1.58
H 1.27 -1.10 3.96
H -0.16 -0.03 -0.66
H -0.84 0.83 1.34
H -4.48 -0.66 0.00
*
```

***

Repeat the fourth record exactly.
Molecular formula: C3H14O5
Method: DFT, ωB97M-V/def2-TZVPD

Values from the calculation:
energy relative to the best compared isomer or geometry (same formula, charge and spin)	239.9	kJ/mol
frontier orbital gap	10.08	eV

Structure (ORCA input):
```
! RIJCOSX wB97M-V def2-TZVPD def2/J DEFGRID3
* xyz 0 1
O 2.07 -1.22 3.42
O -0.22 1.06 2.04
O 2.28 1.20 -3.31
O -4.64 -0.81 0.95
O -0.21 -1.95 2.53
C 0.25 0.20 -1.64
C 0.05 1.22 -2.45
C 0.88 1.35 -3.71
H 2.66 0.47 -3.80
H 0.58 -1.69 2.08
H -0.51 0.41 2.70
H 0.82 2.40 -4.01
H -0.78 1.93 -2.33
H 0.61 0.62 -4.49
H -0.12 -2.89 2.76
H 1.16 -0.35 -1.81
H 2.74 -1.35 4.11
H -4.14 -1.30 1.58
H 1.27 -1.10 3.96
H -0.16 -0.03 -0.66
H -0.84 0.83 1.34
H -4.48 -0.66 0.00
*
```

***

> Among the records above, which one has the lowest frontier orbital gap?

C20H19N3O5

***

What did the first record say?
Molecular formula: C23H50O8
Method: DFT, ωB97M-V/def2-TZVPD

Values from the calculation:
energy relative to the best compared isomer or geometry (same formula, charge and spin)	431.4	kJ/mol
frontier orbital gap	9.84	eV

Structure (ORCA input):
```
! RIJCOSX wB97M-V def2-TZVPD def2/J DEFGRID3
* xyz 0 1
O 3.10 0.97 0.32
O 5.08 -0.27 0.59
O -4.36 -6.52 -2.72
O -2.42 -5.56 -0.72
O -1.40 6.57 -2.31
O -1.15 2.46 0.17
O -0.79 5.51 -4.98
O 3.24 -1.06 -0.70
C -1.06 -0.46 3.34
C 7.01 0.55 1.86
C 3.37 -0.03 3.48
C 1.20 -1.46 0.78
C 4.94 -0.24 3.16
C -5.21 -6.79 -1.61
C -0.90 4.71 -3.81
C -1.99 7.67 -2.99
C -1.07 0.65 2.18
C 0.34 6.37 -4.96
C -1.16 -2.47 1.54
C 3.79 -0.04 0.13
C 2.52 -2.04 0.08
C 0.43 -2.62 1.61
C -1.86 5.32 -2.79
C -2.06 -6.92 -0.55
C -1.80 -1.80 2.86
C -1.26 3.13 1.45
C -3.82 -5.20 -2.69
C -2.42 -5.16 -2.09
C 5.39 0.48 1.80
C -1.56 2.09 2.66
C 0.21 2.46 -0.33
H 0.17 7.17 -5.68
H 0.41 3.27 -1.12
H 1.24 5.81 -5.25
H -1.73 -5.78 -2.67
H -2.41 -7.24 0.44
H -1.29 3.73 -4.12
H -6.20 -6.38 -1.80
H -1.51 -1.94 0.60
H 0.75 -3.60 1.10
H 7.43 -0.01 2.75
H 3.04 0.88 2.87
H -2.18 3.81 1.37
H 7.30 1.66 1.98
H -5.29 -7.87 -1.51
H 2.14 -2.83 -0.67
H -1.58 -3.53 1.48
H 5.50 0.29 4.01
H 7.43 0.19 0.86
H 3.16 0.18 4.58
H -4.82 -6.38 -0.68
H 0.09 4.55 -3.36
H -1.36 8.55 -2.82
H 5.28 -1.32 3.20
H -2.64 2.12 3.01
H -2.98 7.87 -2.58
H -2.87 -1.49 2.57
H 0.51 -0.91 0.06
H -3.77 -4.85 -3.73
H -1.72 0.24 1.33
H -1.93 4.65 -1.93
H 0.93 2.53 0.55
H -2.53 -7.57 -1.30
H -0.87 2.40 3.52
H 0.38 1.43 -0.79
H -0.98 -7.03 -0.60
H -1.65 -0.02 4.22
H -0.02 -0.70 3.72
H -4.50 -4.52 -2.15
H -2.06 7.50 -4.06
H 0.01 0.77 1.83
H -2.05 -4.13 -2.12
H -0.38 3.81 1.68
H 5.04 1.55 1.80
H 1.54 -0.69 1.55
H -2.87 5.42 -3.22
H 2.84 -0.98 3.15
H 0.83 -2.54 2.68
H -1.90 -2.59 3.68
H 3.20 -2.60 0.80
H 0.50 6.82 -3.98
*
```